17
Properties=species:S:1:pos:R:3:lowdin_charge:R:1 method="wB97M-V/def2-TZVPD" smiles="C=CCO.CC=O" de_lowest_kcal_mol=54.2 homo_lumo_gap_ev=10.55 charge=0
O -0.4566 1.6800 1.2225 -0.091
C 0.2378 1.7315 -0.0172 -0.278
C 1.4686 0.8846 0.1042 -0.166
C -1.6195 -1.3151 0.5210 -0.053
C -0.6139 -1.9619 -0.3866 -0.334
O -0.6264 -1.8721 -1.5933 0.017
C 1.8954 0.0516 -0.8399 0.001
H -1.2107 2.2792 1.1658 0.092
H -0.3838 1.3664 -0.8498 0.119
H 0.5293 2.7699 -0.2429 0.119
H 2.0257 1.0137 1.0314 0.106
H -1.1206 -0.5619 1.1450 0.063
H -2.3934 -0.8301 -0.0794 0.085
H -2.0649 -2.0671 1.1792 0.080
H 0.1759 -2.5526 0.1265 0.119
H 1.3410 -0.1026 -1.7632 0.060
H 2.8161 -0.5136 -0.7233 0.061

30
Properties=species:S:1:pos:R:3:lowdin_charge:R:1 method="wB97M-V/def2-TZVPD" smiles="CNC(=O)[C@@H](CO)NC(=O)CNC(C)=O" de_lowest_kcal_mol=44.6 homo_lumo_gap_ev=10.22 charge=0
O 2.7954 0.9985 -3.3154 0.035
O -0.1377 1.3428 1.7486 0.043
O -2.9237 -1.5771 -0.2006 -0.002
O -0.7935 -3.0937 -0.6337 -0.064
C 2.8742 1.1163 -2.1010 -0.561
C 0.4512 0.7664 0.8393 -0.442
C -2.2543 -0.9265 0.6712 -0.405
N -2.7929 0.2066 1.0123 0.028
N 1.8210 0.8884 -1.3585 0.051
N 0.1328 -0.5048 0.4505 0.119
C 4.2406 1.6196 -1.4994 0.001
C -4.0776 0.7602 0.6463 -0.037
C 1.5606 1.4396 -0.0023 -0.057
C -0.6216 -2.8570 0.8134 -0.145
C -0.8798 -1.3606 1.1537 -0.164
H -1.6484 -2.7381 -0.7760 0.008
H -2.2837 0.6367 1.7703 0.124
H 1.0476 0.4702 -1.9226 0.174
H 0.6912 -0.8825 -0.3195 0.138
H 4.1223 2.6144 -1.1198 0.059
H 5.1931 1.3988 -1.9976 0.078
H 4.4633 0.9636 -0.5475 0.101
H -3.9731 1.8418 0.5079 0.096
H -4.8946 0.4105 1.2883 0.095
H -4.3706 0.3098 -0.2946 0.079
H 1.3781 2.5267 -0.0496 0.136
H 2.4838 1.3763 0.5550 0.112
H 0.4418 -3.1174 1.0455 0.138
H -1.3234 -3.3815 1.3934 0.101
H -0.7221 -1.2480 2.2425 0.162

98
Properties=species:S:1:pos:R:3:lowdin_charge:R:1 method="wB97M-V/def2-TZVPD" de_lowest_kcal_mol=18.0 homo_lumo_gap_ev=7.55 charge=+1
Pt -0.2304 -1.3777 -0.0635 0.896
C 1.6180 4.1645 2.1753 -0.318
As 1.3043 2.4389 1.2966 1.142
C 3.1861 2.1733 0.8602 -0.305
C 0.8871 3.0105 -0.5495 -0.356
C -0.5583 3.4350 -0.8360 -0.683
C -0.5368 4.3228 -2.0911 -0.094
C -1.4675 2.2504 -1.1807 -0.308
As -1.6839 0.4782 -0.3544 1.051
C -2.5113 0.9189 1.3230 -0.265
C -2.8938 -0.1148 -1.7353 -0.267
C -1.1355 4.2522 0.3356 -0.387
As -2.8453 5.2133 -0.0061 1.130
C -2.4089 6.7516 1.1213 -0.344
C -4.0086 4.3412 1.3060 -0.350
H 1.8636 4.9285 1.4367 0.030
H 2.4692 4.0443 2.8464 0.014
H 0.7562 4.4856 2.7546 0.015
H 3.5895 3.0769 0.4004 0.048
H 3.2533 1.3495 0.1598 -0.023
H 3.7474 1.9453 1.7638 -0.009
H 1.1695 2.1762 -1.2008 0.077
H 1.5681 3.8340 -0.7867 0.080
H 0.0457 3.8438 -2.8801 0.089
H -0.0723 5.2849 -1.8645 0.091
H -1.5384 4.5174 -2.4759 0.057
H -1.3012 1.9699 -2.2252 0.075
H -2.5030 2.6128 -1.1188 0.068
H -3.4010 1.5186 1.1429 0.026
H -1.7685 1.4863 1.8837 0.010
H -2.7902 0.0180 1.8609 0.014
H -3.8110 0.4711 -1.6775 0.056
H -3.1123 -1.1683 -1.6370 -0.011
H -2.3903 0.0699 -2.6845 0.040
H -0.4259 5.0441 0.5737 0.056
H -1.2489 3.6392 1.2342 0.042
H -1.6150 7.3323 0.6533 0.019
H -2.0847 6.4285 2.1112 0.027
H -3.2880 7.3860 1.2228 0.020
H -4.4461 3.4338 0.8965 -0.004
H -4.8243 5.0288 1.5282 0.021
H -3.4792 4.1118 2.2309 0.027
N -6.5453 -6.2956 -2.4259 0.123
C -5.7993 -5.4734 -1.6327 -0.311
C -5.0934 -5.9875 -0.5360 -0.017
C -4.2940 -5.1709 0.2299 -0.065
C -4.1801 -3.8162 -0.0799 -0.306
C -4.9249 -3.2828 -1.1322 -0.055
C -5.7217 -4.1009 -1.9019 -0.019
S -3.2099 -2.7612 0.8974 0.634
O -3.7200 -1.4270 0.7389 -0.364
O -3.0606 -3.3335 2.1982 -0.262
N -1.6724 -2.6793 0.2154 -0.268
C -0.8992 -3.8115 0.2357 -0.486
N 0.3673 -3.4740 -0.0544 -0.014
C 1.2666 -4.4606 -0.1162 -0.116
C 0.9007 -5.7619 0.1383 -0.030
C -0.4398 -5.9909 0.4505 -0.074
N -1.3459 -5.0313 0.4956 0.159
H -6.7303 -7.2383 -2.1348 0.101
H -7.1681 -5.9014 -3.1080 0.102
H -5.1883 -7.0365 -0.2867 0.115
H -3.7756 -5.5628 1.0899 0.106
H -4.9160 -2.2197 -1.3162 0.098
H -6.3068 -3.6796 -2.7091 0.115
H 2.2748 -4.1951 -0.3900 0.080
H 1.6226 -6.5620 0.0995 0.108
H -0.7956 -6.9923 0.6600 0.124
O 1.8308 -0.6973 0.1656 -0.693
S 3.0047 -1.6734 0.1526 0.966
C 3.6147 -1.8180 1.8443 -0.263
C 3.8714 -0.5653 2.6245 -0.279
C 5.1627 -0.0513 2.7159 -0.049
C 5.4117 1.0935 3.4565 -0.070
C 4.3684 1.7288 4.1169 -0.082
C 3.0801 1.2211 4.0268 -0.103
C 2.8291 0.0830 3.2756 -0.075
C 4.3783 -0.8553 -0.6391 -0.278
C 4.1261 -0.7110 -2.1193 -0.278
C 3.7997 -1.8167 -2.8985 -0.057
C 3.5700 -1.6752 -4.2565 -0.066
C 3.6707 -0.4244 -4.8515 -0.072
C 4.0036 0.6790 -4.0823 -0.064
C 4.2266 0.5369 -2.7198 -0.034
H 4.5204 -2.4173 1.7251 0.106
H 2.8553 -2.4362 2.3264 0.104
H 5.9835 -0.5636 2.2280 0.118
H 6.4181 1.4802 3.5300 0.112
H 4.5625 2.6130 4.7084 0.113
H 2.2664 1.7088 4.5479 0.113
H 1.8225 -0.3106 3.2093 0.116
H 5.2304 -1.5111 -0.4381 0.118
H 4.5395 0.1012 -0.1456 0.076
H 3.7361 -2.8008 -2.4483 0.105
H 3.3162 -2.5411 -4.8521 0.109
H 3.4984 -0.3146 -5.9130 0.109
H 4.0900 1.6542 -4.5404 0.109
H 4.4897 1.4022 -2.1250 0.115

14
Properties=species:S:1:pos:R:3:lowdin_charge:R:1 method="wB97M-V/def2-TZVPD" smiles="[H]/N=C1/NOC[C@H]1C=O" de_lowest_kcal_mol=137.9 homo_lumo_gap_ev=9.33 charge=0
C -0.3695 0.9741 0.2021 -0.302
C -0.5189 -1.3300 0.3018 -0.180
C 0.5011 -0.2929 0.5413 -0.241
C 1.5299 -0.3113 -0.5725 -0.274
H 0.6108 2.5396 0.6719 0.032
H -2.2164 1.1994 -0.5680 0.203
H 0.1237 -2.1877 -0.0926 0.128
H -1.0532 -1.8695 1.2732 0.172
H 1.0710 -0.5546 1.5828 0.211
H 0.8825 -0.2843 -1.6748 0.198
N -0.2149 2.3318 0.1267 0.126
N -1.2993 0.5614 -0.8517 0.005
O -1.7160 -0.7863 -0.4712 -0.165
O 2.6693 0.0104 -0.4690 0.089